Entry from OMol25: a cluster of 3 separate species, C18H37ClN4O4P2 in total in a non-equilibrium geometry (the ωB97M-V functional and the def2-TZVPD basis).

Kohn-Sham gap: 8.8 eV
multiplicity: 1
HOMO energy: -0.308 hartree
energy: -64513.1448 eV

Cartesian coordinates (Å):
C (-5.24704, 0.69611, 0.68861)
C (-4.75533, -0.06420, -0.56494)
P (-3.16339, 0.62357, -1.30588)
C (-2.41734, 1.89786, -0.18722)
C (-2.02413, -0.89663, -1.44813)
O (-0.75259, -0.38632, -1.69979)
C (0.24486, -1.33855, -2.07524)
C (0.97137, -2.10916, -0.96306)
N (2.00643, -1.29571, -0.27005)
C (2.77331, -2.21284, 0.61693)
C (2.62258, -1.84596, 2.09826)
C (3.44099, -2.79380, 2.99614)
O (2.99751, -0.51865, 2.38151)
O (-2.13846, -1.80662, -0.32516)
C (-2.03100, -1.27139, 0.90667)
O (-2.88144, -1.41551, 1.66278)
Cl (-0.59853, -0.41022, 1.45439)
P (-2.77305, -1.81414, -2.92356)
N (-2.54398, -3.37054, -2.83416)
H (-5.82705, -0.01780, 1.28690)
H (-5.96370, 1.47343, 0.41370)
H (-4.45567, 1.05834, 1.34217)
H (-5.49358, 0.02111, -1.36576)
H (-4.61696, -1.12648, -0.34495)
H (-2.44949, 1.68216, 0.88271)
H (-1.38730, 2.08055, -0.50699)
H (-2.95854, 2.82931, -0.38345)
H (-0.08207, -2.07931, -2.81842)
H (1.02997, -0.75418, -2.57412)
H (0.32272, -2.61515, -0.24824)
H (1.52619, -2.91136, -1.48579)
H (2.67889, -1.07940, -1.00081)
H (3.84076, -2.23843, 0.35432)
H (2.42675, -3.25353, 0.54308)
H (1.57246, -2.06112, 2.35184)
H (4.47673, -2.89356, 2.66914)
H (2.91600, -3.75581, 3.01907)
H (3.35716, -2.39268, 4.00905)
H (2.98776, 0.00645, 1.57145)
H (-2.20340, -1.27338, -4.10088)
H (-4.16638, -1.57712, -2.87659)
H (-2.01784, -3.65838, -2.01805)
C (4.50827, 2.61840, 6.45487)
C (3.72164, 2.14847, 5.23575)
C (2.84046, 0.93052, 5.52639)
C (3.66883, -0.20553, 5.96074)
N (4.31366, -1.07791, 6.29641)
H (5.20195, 1.85162, 6.80334)
H (5.09771, 3.50284, 6.20982)
H (3.83882, 2.87544, 7.27878)
H (4.41960, 1.91105, 4.43011)
H (3.08884, 2.96546, 4.88228)
H (2.29138, 0.64278, 4.62916)
H (2.11625, 1.16031, 6.30989)
C (-0.07655, 1.35943, -5.24788)
C (-0.77034, 2.29484, -6.23319)
C (-1.96118, 3.03231, -5.61335)
C (-2.97511, 2.07036, -5.15309)
N (-3.75697, 1.32774, -4.79927)
H (-0.74704, 0.56843, -4.90631)
H (0.78079, 0.87805, -5.72024)
H (0.28130, 1.90617, -4.37253)
H (-1.10484, 1.71872, -7.09855)
H (-0.04968, 3.02995, -6.59703)
H (-2.41787, 3.69860, -6.34551)
H (-1.63665, 3.63549, -4.76387)

Atomic partial charges in e from the natural (NBO) method, atoms 1 to 2:
1. C -0.62
2. C -0.70